Entry from the Open Molecules 2025 dataset: a molecular structure, C30H18F6N9O10PtS2 (the ωB97M-V functional and the def2-TZVPD basis).

Output
- HOMO (eV) = -12.1
- calculated total energy (eV) = -106498.778
- ΔE to the lowest compared entry with this formula, charge and spin (eV) = 0.0000
- largest force on an atom (eV/A) = 0.20
- total charge = +1

Positions of all 76 atoms, in Å:
O  4.862  6.285  -2.611
F  -4.781  -3.390  3.854
N  -0.866  0.453  2.030
F  -5.751  -3.962  2.003
N  -4.099  0.838  -0.865
C  0.351  -2.283  -3.576
H  -4.999  0.929  -1.312
H  2.204  0.350  2.460
C  1.408  -2.416  -1.031
H  4.833  -3.000  2.052
C  -0.123  -2.120  -4.896
C  -0.894  1.081  4.303
F  -0.817  -2.461  3.645
O  -0.948  -2.294  0.688
H  -3.026  -0.484  -2.150
C  1.688  1.547  -0.765
C  -2.676  1.014  0.616
C  2.634  5.711  -1.209
C  2.081  -2.228  0.251
H  -0.459  1.009  5.291
H  -1.105  -0.840  -6.284
C  1.989  3.009  -0.903
O  -3.232  -1.212  2.552
C  -3.062  0.100  -1.248
F  -0.905  -4.625  3.650
N  -3.881  1.422  0.325
C  3.418  4.713  -1.754
N  -2.888  -3.553  1.647
O  -0.330  5.950  0.710
C  1.665  -1.103  0.968
F  0.793  -3.610  2.767
H  0.291  3.726  0.223
C  -0.523  -3.568  2.960
C  1.176  3.982  -0.338
C  -0.336  0.375  3.249
C  1.517  5.309  -0.504
C  1.679  -3.450  -1.944
H  1.283  -4.207  -3.892
H  2.317  -4.268  -1.644
H  3.763  2.619  -2.058
O  -4.314  -1.865  0.442
S  -1.389  -3.556  1.330
C  3.587  -1.286  2.369
C  3.949  -2.464  1.735
C  3.124  3.371  -1.618
C  -1.988  1.176  1.887
C  1.115  -3.407  -3.181
H  -3.407  2.485  2.813
O  0.962  7.496  -0.058
N  -2.118  0.212  -0.331
C  0.110  -1.268  -2.628
C  -0.929  0.068  -4.332
N  4.625  5.102  -2.520
F  -6.097  -1.995  2.844
N  -1.956  1.861  4.153
O  -0.932  -4.724  0.665
O  5.285  4.206  -2.999
H  0.519  -0.263  3.389
N  0.644  6.341  0.099
C  -0.514  -0.074  -3.034
H  -1.378  1.001  -4.648
C  -5.203  -2.963  2.673
O  0.560  1.345  -0.084
H  4.202  -0.893  3.168
C  2.441  -0.592  1.984
N  0.566  -1.434  -1.344
H  0.051  -2.914  -5.611
S  -3.795  -2.246  1.725
C  -0.759  -0.970  -5.268
Pt  -0.111  -0.452  0.301
C  -2.511  1.894  2.952
H  3.545  -3.799  0.111
H  2.885  6.754  -1.328
C  3.213  -2.924  0.653
H  -0.614  0.742  -2.333
O  2.387  0.687  -1.234

Results of the Löwdin charge analysis, in e, for atoms 1 through 6: 0.11, 0.16, 0.00, 0.17, 0.08, -0.13